{"formula": "C4H10N3", "method": "wB97M-V/def2-TZVPD", "symbols": ["C", "C", "C", "C", "N", "N", "N", "H", "H", "H", "H", "H", "H", "H", "H", "H", "H"], "xyz": [[-1.425, 0.029, -0.172], [2.172, 0.656, 0.092], [1.616, -0.757, 0.327], [0.974, 0.119, -0.641], [-2.525, 0.720, 0.227], [-1.289, -1.263, -0.133], [-0.306, 0.699, -0.435], [1.939, 1.190, 1.031], [2.979, 1.021, -0.493], [2.049, -1.647, 0.011], [1.092, -0.790, 1.337], [1.221, -0.181, -1.682], [-3.376, 0.390, 0.609], [-2.406, 1.738, 0.159], [-1.960, -1.783, 0.430], [-0.468, -1.876, -0.506], [-0.285, 1.735, -0.161]], "charge": 1, "fmax_ev_per_a": 4.257, "smiles": "NC(N)=[NH+]C1CC1", "relative_energy_ev": 1.197, "e_tot_ev": -8773.402, "homo_energy_ha": -0.5288, "gap_ev": 11.2826}